This record from OMol25 describes a structure of composition C18H22ClHfN4O2S4Sb. The level of theory is wB97M-V/def2-TZVPD.

Element x y z (Å)
Hf -0.921 -1.011 -0.347
C -3.520 0.914 0.331
C -3.141 0.297 1.666
N -1.706 -0.018 1.695
C -0.840 1.093 2.102
C -0.273 1.840 0.924
C 0.476 2.999 1.071
C 1.014 3.593 -0.054
C 0.796 3.030 -1.301
C 0.038 1.879 -1.377
C -0.222 1.189 -2.694
N -0.932 -0.090 -2.550
C -2.306 -0.103 -3.071
C -3.199 0.647 -2.100
N -3.100 0.025 -0.771
N -0.490 1.314 -0.287
H -3.008 1.867 0.190
H -4.596 1.110 0.294
H -3.674 -0.642 1.808
H -3.417 0.977 2.478
H -1.535 -0.815 2.328
H -0.010 0.680 2.678
H -1.379 1.796 2.747
H 0.644 3.409 2.058
H 1.615 4.489 0.038
H 1.221 3.463 -2.196
H 0.736 1.015 -3.184
H -0.796 1.859 -3.341
H -0.372 -0.841 -2.953
H -2.619 -1.148 -3.144
H -2.369 0.336 -4.072
H -4.230 0.681 -2.462
H -2.856 1.681 -2.006
H -3.682 -0.812 -0.743
S -2.587 -2.788 0.489
Sb -0.945 -4.058 1.735
S 0.998 -3.479 -0.318
S -0.266 -3.125 -1.899
S -0.612 -2.762 3.564
Cl 7.121 -1.575 2.064
C 5.475 -1.558 1.492
C 5.227 -1.288 0.156
C 3.916 -1.271 -0.294
C 2.874 -1.518 0.589
C 3.136 -1.791 1.925
C 4.445 -1.813 2.383
C 1.462 -1.491 0.108
O 0.529 -1.186 1.077
O 1.159 -0.831 -1.000
H 6.052 -1.096 -0.516
H 3.692 -1.064 -1.332
H 2.311 -1.984 2.601
H 4.669 -2.025 3.419

Calculated values
net charge	0
lowest unoccupied orbital energy	-0.21	eV
DFT total energy	-92793.3905	eV
multiplicity	1
orbital gap	6.503	eV
highest occupied orbital energy	-6.7	eV

This record from OMol25 describes an isolated molecule of C18H22ClN3O4S in a non-equilibrium geometry. The level of theory is wB97M-V/def2-TZVPD.

Element x y z (Å)
C -2.064 0.111 2.632
C -2.981 0.631 1.567
C -4.000 1.517 1.884
C -4.875 1.995 0.924
C -4.721 1.574 -0.384
Cl -5.798 2.157 -1.602
C -3.710 0.699 -0.740
C -2.839 0.227 0.233
N -1.791 -0.650 -0.101
C -1.819 -1.558 -1.105
O -2.804 -1.798 -1.772
C -0.524 -2.334 -1.369
C -0.074 -3.239 -0.208
C 0.766 -2.527 0.852
C 1.909 -1.763 0.186
N 1.419 -0.841 -0.813
S 1.109 0.703 -0.295
O 0.673 0.690 1.079
O 0.284 1.352 -1.266
C 2.725 1.407 -0.364
C 3.675 1.653 0.670
C 3.541 1.357 2.115
N 4.743 2.201 0.157
O 4.545 2.333 -1.179
C 3.339 1.864 -1.503
C 2.883 1.899 -2.908
C 0.624 -1.433 -1.861
H -2.076 -0.979 2.647
H -2.372 0.473 3.609
H -1.042 0.443 2.449
H -4.119 1.837 2.908
H -5.665 2.680 1.188
H -3.601 0.378 -1.762
H -0.939 -0.496 0.418
H -0.793 -2.987 -2.207
H -0.952 -3.694 0.253
H 0.531 -4.046 -0.632
H 0.164 -1.831 1.436
H 1.179 -3.265 1.541
H 2.463 -1.178 0.921
H 2.596 -2.460 -0.305
H 2.490 1.269 2.374
H 4.047 0.421 2.351
H 4.011 2.146 2.696
H 1.798 1.956 -2.926
H 3.320 2.754 -3.418
H 3.197 0.992 -3.426
H 0.229 -0.610 -2.458
H 1.300 -2.030 -2.486

Calculated values
net charge	0
lowest unoccupied orbital energy	0.43	eV
DFT total energy	-55040.5931	eV
multiplicity	1
orbital gap	8.887	eV
SMILES	Cc1ccc(Cl)cc1NC(=O)[C@@H]1CCCN(S(=O)(=O)c2c(C)noc2C)C1
highest occupied orbital energy	-8.5	eV

This record from OMol25 describes a structure of composition C18H22CoN2O4Se2. The level of theory is wB97M-V/def2-TZVPD.

Element x y z (Å)
Co -0.038 -0.397 1.359
C 2.342 -0.325 4.678
C 2.413 -0.756 3.211
C 3.834 -1.180 2.842
C 1.877 0.333 2.280
C 0.872 1.226 2.707
C 0.439 2.278 1.902
C 0.964 2.476 0.634
C 0.451 3.572 -0.255
C 1.949 1.590 0.199
C 2.403 0.549 1.000
H 2.854 -1.061 5.300
H 1.314 -0.256 5.034
H 2.828 0.644 4.822
H 1.775 -1.640 3.104
H 4.513 -0.322 2.858
H 3.886 -1.647 1.857
H 4.193 -1.912 3.566
H 0.442 1.137 3.694
H -0.359 2.910 2.267
H -0.331 3.184 -0.912
H 1.246 3.979 -0.882
H 0.016 4.381 0.332
H 2.382 1.718 -0.788
H 3.179 -0.100 0.619
O -3.943 -0.425 1.919
Se -2.466 0.181 2.091
O -1.362 -1.010 2.624
O -1.685 0.377 0.603
O -2.342 1.509 2.990
C -1.609 -1.577 -2.832
N -2.256 -2.142 -1.664
C -1.675 -2.397 -0.482
Se 0.150 -2.326 -0.087
N -2.628 -2.810 0.360
C -3.872 -2.787 -0.267
C -5.150 -3.069 0.183
C -6.179 -2.910 -0.725
C -5.940 -2.478 -2.036
C -4.660 -2.197 -2.479
C -3.632 -2.367 -1.564
H -0.543 -1.519 -2.645
H -2.000 -0.577 -3.017
H -1.794 -2.209 -3.700
H -2.466 -2.858 1.355
H -5.331 -3.370 1.207
H -7.197 -3.103 -0.411
H -6.776 -2.349 -2.712
H -4.472 -1.855 -3.490

Calculated values
net charge	0
lowest unoccupied orbital energy (spin up / spin down)	-0.78 / 0.03	eV
DFT total energy	-198510.8640	eV
multiplicity	2
orbital gap (spin up / spin down)	7.386 / 8.536	eV
highest occupied orbital energy (spin up / spin down)	-8.2 / -8.5	eV

This record from OMol25 describes a structure of composition C18H22F3IN7O3OsS. The level of theory is wB97M-V/def2-TZVPD.

Element x y z (Å)
Os 0.080 0.860 0.438
C -0.085 -2.465 4.083
N 0.735 -1.259 4.178
C 1.881 -1.123 4.937
C 2.348 0.129 4.738
N 1.472 0.741 3.874
C 0.496 -0.110 3.535
S -0.863 0.198 2.495
H 0.507 -3.307 4.428
H -0.362 -2.625 3.043
H -0.981 -2.360 4.689
H 2.267 -1.933 5.529
H 3.227 0.622 5.114
H 1.552 1.673 3.475
C -0.235 -4.923 -1.222
C 0.470 -3.647 -1.701
C 0.313 -3.467 -3.218
C 1.956 -3.672 -1.312
C -0.161 -2.494 -1.045
N -0.647 -1.582 -0.541
H 0.223 -5.782 -1.712
H -1.295 -4.908 -1.473
H -0.126 -5.049 -0.144
H 0.756 -4.327 -3.721
H 0.828 -2.569 -3.559
H -0.738 -3.408 -3.501
H 2.437 -4.499 -1.835
H 2.075 -3.841 -0.241
H 2.452 -2.745 -1.593
N 1.704 -0.162 0.832
C 2.501 -0.887 1.289
C 3.421 -1.672 1.899
C 4.617 -1.092 2.409
N 5.550 -0.584 2.849
C 3.037 -3.003 2.223
N 2.652 -4.047 2.522
F -0.908 0.521 -3.920
C 0.411 0.830 -3.850
F 0.527 2.139 -4.076
F 1.039 0.166 -4.804
C 0.938 0.445 -2.444
O 0.270 1.098 -1.532
O 1.806 -0.365 -2.299
I 1.289 3.169 1.182
C -3.862 1.872 -2.848
N -3.167 2.196 -1.606
C -3.351 3.547 -1.082
C -2.384 1.337 -1.032
O -1.785 1.586 0.068
H -3.555 2.575 -3.621
H -4.937 1.953 -2.694
H -3.610 0.863 -3.162
H -4.414 3.738 -0.950
H -2.945 4.261 -1.799
H -2.839 3.647 -0.131
H -2.266 0.366 -1.512

Calculated values
net charge	+1
lowest unoccupied orbital energy (spin up / spin down)	-3.27 / -5.77	eV
DFT total energy	-65145.6760	eV
multiplicity	5
orbital gap (spin up / spin down)	7.671 / 5.943	eV
highest occupied orbital energy (spin up / spin down)	-10.9 / -11.7	eV

This record from OMol25 describes a structure of composition C18H22F3N6O2PRbS. The level of theory is wB97M-V/def2-TZVPD.

Element x y z (Å)
Rb 0.742 1.261 -0.023
F 4.120 1.888 3.703
C 4.114 0.721 3.062
F 3.814 0.971 1.769
F 5.373 0.256 3.071
C 3.160 -0.279 3.685
C 3.648 -1.434 4.230
C 2.793 -2.394 4.804
C 1.457 -2.143 4.775
N 0.990 -0.997 4.237
C 1.758 -0.005 3.699
S 0.996 1.379 3.136
H 4.714 -1.611 4.216
H 3.171 -3.306 5.236
H 0.709 -2.821 5.158
N 0.244 0.229 -4.385
C -0.276 1.477 -4.077
C -0.430 2.378 -5.146
C -0.961 3.618 -4.901
C -1.325 3.961 -3.598
C -1.130 3.012 -2.622
N -0.626 1.784 -2.834
C 0.612 -0.857 -3.586
C 0.818 -2.083 -4.232
C 1.205 -3.166 -3.478
C 1.363 -3.019 -2.102
C 1.128 -1.772 -1.566
N 0.774 -0.697 -2.284
H 0.344 0.061 -5.373
H -0.124 2.094 -6.144
H -1.085 4.323 -5.713
H -1.732 4.931 -3.354
H -1.380 3.239 -1.588
H 0.670 -2.172 -5.300
H 1.373 -4.123 -3.954
H 1.652 -3.845 -1.470
H 1.213 -1.613 -0.495
N -1.860 -1.048 3.548
C -2.386 0.203 2.983
P -2.022 0.329 1.212
O -1.003 -0.693 0.817
O -1.815 1.773 0.773
C -3.590 -0.058 0.274
N -3.437 0.782 -0.965
H -0.029 -0.860 4.163
H -1.593 -1.680 2.799
H -2.555 -1.506 4.123
H -1.903 1.061 3.456
H -3.465 0.305 3.130
H -4.484 0.279 0.793
H -3.681 -1.104 -0.007
H -2.884 0.307 -1.681
H -2.861 1.583 -0.604
H -4.320 1.085 -1.372

Calculated values
net charge	+1
lowest unoccupied orbital energy	-2.52	eV
DFT total energy	-60989.8669	eV
multiplicity	1
orbital gap	7.774	eV
highest occupied orbital energy	-10.3	eV